The following is a DFT calculation (the ωB97M-V functional and the def2-TZVPD basis) of an isolated molecule of C7H10.

## Properties
2S+1 = 1
E_HOMO (alpha / beta) = -7.62 / -7.51 eV
HOMO-LUMO gap (alpha / beta) = 7.70 / 7.63 eV
Largest force on an atom = 0.48 eV/Å
Relative energy (zero: lowest compared OMol25 entry of this formula, charge and spin) = 136.6 kcal per mole
Total charge = 0
LUMO energy (alpha / beta) = 0.079 / 0.126 eV
Total energy = -272.5002 a.u.

Geometry as XYZ:
```
17
Properties=species:S:1:pos:R:3:forces:R:3
C -0.806 -1.061 -1.202 -0.1 0.0 0.1
C 0.335 -0.771 -0.238 -0.1 -0.1 0.1
C 1.006 1.095 -1.188 0.0 0.2 -0.1
C 0.788 0.610 0.111 0.1 -0.1 0.0
C -0.259 1.291 1.395 0.0 0.1 0.0
C -0.673 0.052 1.923 0.1 -0.4 -0.3
C -0.581 -1.160 1.619 0.0 0.4 0.1
H -0.454 -1.229 -2.228 0.0 0.1 0.2
H -1.327 -1.972 -0.894 0.1 0.1 0.0
H -1.540 -0.249 -1.220 0.1 -0.1 0.1
H 1.150 -1.493 -0.316 -0.1 0.1 0.1
H 1.931 1.591 -1.481 -0.1 -0.1 0.1
H 0.228 1.085 -1.946 0.1 0.0 0.2
H 1.725 0.569 0.670 -0.1 0.0 0.0
H -1.069 1.917 1.010 0.2 -0.1 -0.1
H 0.397 1.878 2.044 -0.1 -0.1 -0.2
H -0.851 -2.154 1.940 0.2 0.1 -0.3
```
Positions in Å, forces in eV/Å.

Atom charges from the Löwdin analysis, given in e for atoms 1 to 2: -0.115, -0.181